C3H7N3OS | wB97M-V/def2-TZVPD

The geometry in XYZ format:
```
15
C3H7N3OS wB97M-V/def2-TZVPD
S 2.372 2.153 2.312
O -1.374 -1.354 -2.654
N -0.094 0.411 -1.586
N 0.754 0.567 1.234
N -1.291 -1.553 -1.185
C -0.511 -0.471 -0.854
C -0.406 -0.227 0.649
C 0.751 1.692 1.734
H -0.443 -2.433 -0.799
H -0.100 2.354 1.231
H -1.291 0.335 0.887
H -0.373 -1.078 1.256
H 0.541 1.008 -1.169
H -0.242 -1.224 -2.816
H 1.709 -0.179 1.760
```

The value obtained for the HOMO-LUMO gap is 0.29890 Ha. As for the energy above the lowest of the compared OMol25 structures with the same formula, charge and spin: 175.5 kcal/mol.

C3H7N3OS | wB97M-V/def2-TZVPD

The geometry in XYZ format:
```
15
C3H7N3OS wB97M-V/def2-TZVPD
S -1.585 -0.417 1.742
O 1.696 -0.662 -1.374
N 1.196 1.508 -1.855
N 0.000 0.408 -0.184
N -0.657 1.646 -0.093
C -0.371 -0.632 0.649
C 1.045 0.338 -1.179
C 0.350 -1.950 0.540
H 1.905 1.560 -2.567
H 0.618 2.331 -1.652
H -0.086 -2.611 1.279
H 1.422 -1.846 0.728
H -1.636 1.470 -0.216
H -0.595 1.945 0.893
H 0.254 -2.346 -0.480
```

The value obtained for the HOMO-LUMO gap is 0.33534 Ha. As for the energy above the lowest of the compared OMol25 structures with the same formula, charge and spin: 12.1 kcal/mol. As for the SMILES: CC(=S)N(N)C(N)=O.

C3H7N3S | wB97M-V/def2-TZVPD

The geometry in XYZ format:
```
14
C3H7N3S wB97M-V/def2-TZVPD
S -0.727 -2.444 -0.573
N 0.033 -0.927 1.305
N -0.830 0.127 -2.891
N -0.181 0.220 -0.630
C -0.374 -0.907 0.022
C -0.335 0.708 -1.890
C 0.609 0.157 2.043
H -0.702 0.573 -3.791
H -0.057 0.982 2.494
H -0.077 0.985 -0.005
H 0.037 1.860 -1.812
H 1.289 0.767 1.094
H 1.252 -0.255 3.000
H 0.063 -1.846 1.632
```

The value obtained for the HOMO-LUMO gap is 0.30806 Ha. As for the energy above the lowest of the compared OMol25 structures with the same formula, charge and spin: 58.9 kcal/mol. As for the SMILES: [H]/N=C/NC(=S)NC.

C3H7N3S | wB97M-V/def2-TZVPD

The geometry in XYZ format:
```
14
C3H7N3S wB97M-V/def2-TZVPD
S 3.123 -0.679 0.068
N -1.029 -1.903 0.348
N -0.329 0.951 0.585
N -1.294 0.403 -0.268
C 0.993 1.100 -0.009
C 1.662 -0.201 -0.417
C -1.633 -0.947 -0.200
H 0.878 1.714 -0.917
H -0.287 0.451 1.468
H 1.034 -0.819 -1.055
H 1.635 1.652 0.704
H -0.155 -1.605 0.822
H -2.521 -1.146 -0.732
H -2.076 1.028 -0.397
```

The value obtained for the HOMO-LUMO gap is 0.30984 Ha. As for the energy above the lowest of the compared OMol25 structures with the same formula, charge and spin: 56.0 kcal/mol. As for the SMILES: [H]/N=C\NNCC=S.

C3H7N3S2 | wB97M-V/def2-TZVPD

The geometry in XYZ format:
```
15
C3H7N3S2 wB97M-V/def2-TZVPD
S -0.579 -1.037 1.743
S -2.341 -0.581 -2.029
N 0.323 -0.682 -0.726
N -2.007 -0.845 -0.354
N 2.119 0.358 0.479
C -0.776 -0.756 0.120
C 1.283 1.329 1.149
C 1.657 -0.507 -0.374
H 0.485 1.739 0.320
H 0.745 0.754 2.006
H -2.572 -0.926 0.478
H -2.809 0.802 -1.807
H 0.166 -0.453 -1.689
H 1.942 2.049 1.406
H 2.364 -1.244 -0.723
```

The value obtained for the HOMO-LUMO gap is 0.31961 Ha. As for the energy above the lowest of the compared OMol25 structures with the same formula, charge and spin: 57.4 kcal/mol. As for the SMILES: C/N=C\NC(=S)NS.

C3H7N4 | wB97M-V/def2-TZVPD

The geometry in XYZ format:
```
14
C3H7N4 wB97M-V/def2-TZVPD
N -1.023 2.702 0.853
N 0.120 -0.800 -0.118
N 1.965 -0.439 -1.152
N 1.125 0.183 -0.644
C -0.906 -0.442 0.584
C 1.780 -1.898 -1.045
C 0.635 -2.081 -0.423
H 2.502 -2.526 -1.511
H -2.002 2.884 1.189
H -0.343 3.450 1.025
H -1.202 2.448 -0.099
H 0.047 -3.034 -0.368
H -1.077 0.644 0.682
H -1.621 -1.092 1.027
```

The total charge is +1. The value obtained for the HOMO-LUMO gap is 0.27451 Ha. As for the energy above the lowest of the compared OMol25 structures with the same formula, charge and spin: 92.4 kcal/mol.

C3H7N4S | wB97M-V/def2-TZVPD

The geometry in XYZ format:
```
15
C3H7N4S wB97M-V/def2-TZVPD
S 2.067 1.299 2.173
N -0.453 1.807 0.737
N -1.088 -2.116 -1.753
N -1.099 -0.223 -0.180
N -1.435 -3.053 -2.438
C -1.027 -1.562 -0.685
C 1.266 0.155 0.805
C -0.219 0.531 0.466
H 0.421 2.198 1.181
H -1.319 2.364 0.518
H 2.534 2.198 1.328
H 1.827 0.284 -0.076
H -1.904 0.360 -0.209
H -0.659 -3.302 -3.090
H 1.088 -0.941 1.223
```

The total charge is +1. The value obtained for the HOMO-LUMO gap (alpha / beta) is 0.32273 / 0.32271 Ha. As for the energy above the lowest of the compared OMol25 structures with the same formula, charge and spin: 81.2 kcal/mol.

C3H7N5 | wB97M-V/def2-TZVPD

The geometry in XYZ format:
```
15
C3H7N5 wB97M-V/def2-TZVPD
N -2.066 -1.200 0.124
N -0.174 0.002 -0.381
N 1.211 0.361 -0.545
N -0.983 2.122 0.052
N -0.655 -1.466 -0.192
C -1.213 0.854 -0.022
C 2.014 -0.275 0.645
C -2.201 0.039 0.339
H 3.020 0.522 0.756
H 1.212 -0.030 1.421
H 1.591 -0.332 -1.310
H -0.342 -2.118 -1.038
H 2.191 -1.363 0.463
H -0.321 2.523 -0.689
H -3.284 0.359 0.380
```

The value obtained for the HOMO-LUMO gap is 0.31190 Ha. As for the energy above the lowest of the compared OMol25 structures with the same formula, charge and spin: 141.0 kcal/mol. As for the SMILES: [H]/N=c1/cn[nH]n1NC.

C3H7N5 | wB97M-V/def2-TZVPD

The geometry in XYZ format:
```
15
C3H7N5 wB97M-V/def2-TZVPD
N -0.166 2.237 -0.701
N -0.812 -0.202 -0.341
N 1.187 0.405 0.406
N 1.839 -1.787 1.226
N -2.017 -0.222 -1.140
C -0.435 -1.346 0.268
C 0.020 0.876 -0.194
C 0.859 -1.012 0.717
H -2.676 0.319 -0.562
H -1.183 -2.176 0.397
H 0.207 2.136 -1.648
H 0.316 2.979 -0.116
H 1.613 -1.888 2.498
H -1.500 0.624 -2.041
H 2.746 -0.943 1.231
```

The value obtained for the HOMO-LUMO gap is 0.29908 Ha. As for the energy above the lowest of the compared OMol25 structures with the same formula, charge and spin: 114.3 kcal/mol.

C3H7N5 | wB97M-V/def2-TZVPD

The geometry in XYZ format:
```
15
C3H7N5 wB97M-V/def2-TZVPD
N 0.554 -0.852 -0.776
N -1.353 0.232 1.191
N -1.208 -1.213 1.005
N 2.220 0.667 -1.663
N 0.194 1.550 -1.077
C 1.024 0.530 -1.267
C -0.371 -1.493 0.002
C -1.246 0.413 2.553
H 2.894 -0.134 -1.209
H -0.478 -2.566 -0.259
H 0.946 -1.361 -1.771
H -1.226 1.399 2.899
H 0.495 2.491 -1.000
H -0.933 -0.508 3.418
H -0.986 1.294 -0.568
```

The value obtained for the HOMO-LUMO gap is 0.34629 Ha. As for the energy above the lowest of the compared OMol25 structures with the same formula, charge and spin: 124.7 kcal/mol.

C3H7NO | wB97M-V/def2-TZVPD

The geometry in XYZ format:
```
12
C3H7NO wB97M-V/def2-TZVPD
O 1.868 0.427 -2.098
N 0.484 0.150 0.529
C -0.745 0.678 1.066
C -1.856 0.475 0.371
C 0.590 -1.099 0.455
H -2.755 1.015 0.648
H 1.875 0.994 -1.321
H -0.145 -1.888 0.644
H 1.528 -1.535 0.074
H -0.483 1.169 1.994
H 1.669 -0.424 -1.756
H -2.028 0.039 -0.605
```

The value obtained for the HOMO-LUMO gap is 0.39037 Ha. As for the energy above the lowest of the compared OMol25 structures with the same formula, charge and spin: 60.4 kcal/mol. As for the SMILES: C=CN=C.O.

C3H7NO | wB97M-V/def2-TZVPD

The geometry in XYZ format:
```
12
C3H7NO wB97M-V/def2-TZVPD
O -2.223 0.568 -1.963
N 0.164 -0.594 0.472
C -1.887 -0.004 -0.878
C 1.567 -0.158 0.722
C -0.557 0.426 -0.185
H 2.089 -1.049 1.111
H 0.255 -1.436 -0.153
H 0.029 0.994 -0.940
H 2.130 0.298 -0.214
H -2.303 -0.818 -0.046
H 1.657 0.575 1.553
H -0.920 1.198 0.521
```

The value obtained for the HOMO-LUMO gap is 0.37515 Ha. As for the energy above the lowest of the compared OMol25 structures with the same formula, charge and spin: 61.0 kcal/mol. As for the SMILES: CNCC=O.

C3H7NO | wB97M-V/def2-TZVPD

The geometry in XYZ format:
```
12
C3H7NO wB97M-V/def2-TZVPD
O -0.113 -1.161 -0.894
N 0.433 0.245 -0.764
C 0.203 -0.512 0.338
C 1.013 -0.895 1.415
C -0.515 1.154 -1.358
H 1.843 -1.417 1.123
H -0.132 2.115 -1.389
H 1.362 0.086 1.876
H 0.458 -1.710 2.093
H -2.116 0.431 0.364
H -1.480 0.921 -0.529
H -0.955 0.743 -2.274
```

The value obtained for the HOMO-LUMO gap (alpha / beta) is 0.28359 / 0.31420 Ha. As for the energy above the lowest of the compared OMol25 structures with the same formula, charge and spin: 205.0 kcal/mol.

C3H7NO | wB97M-V/def2-TZVPD

The geometry in XYZ format:
```
12
C3H7NO wB97M-V/def2-TZVPD
O 0.602 -0.612 -2.158
N 0.517 0.543 -1.381
C 0.059 0.224 -0.225
C -0.626 1.296 0.540
C 0.408 -1.054 0.517
H -0.429 -1.565 0.998
H 0.036 1.645 1.330
H -0.894 2.114 -0.131
H 1.068 -0.694 1.322
H -1.545 0.904 0.996
H 0.981 -1.773 -0.074
H -0.177 -1.030 -1.735
```

The value obtained for the HOMO-LUMO gap is 0.36112 Ha. As for the energy above the lowest of the compared OMol25 structures with the same formula, charge and spin: 73.7 kcal/mol. As for the SMILES: CC(C)=NO.

C3H7NO | wB97M-V/def2-TZVPD

The geometry in XYZ format:
```
12
C3H7NO wB97M-V/def2-TZVPD
O -1.020 -1.341 -0.558
N 0.460 0.131 0.122
C 1.532 0.716 0.812
C 0.184 -1.077 0.028
C -1.709 -0.087 -0.882
H 1.061 1.244 1.649
H 0.928 -1.775 0.461
H -1.153 0.526 -1.605
H -2.672 -0.370 -1.301
H 2.330 0.083 1.228
H 1.925 1.390 0.052
H -1.867 0.559 -0.005
```

The value obtained for the HOMO-LUMO gap is 0.38534 Ha. As for the energy above the lowest of the compared OMol25 structures with the same formula, charge and spin: 51.6 kcal/mol. As for the SMILES: C/N=C/OC.

C3H7NO | wB97M-V/def2-TZVPD

The geometry in XYZ format:
```
12
C3H7NO wB97M-V/def2-TZVPD
O 0.016 2.343 -0.714
N 0.496 1.266 -1.009
C -1.251 -0.226 -0.078
C 0.148 0.366 0.091
C 1.192 -0.767 0.286
H 1.067 -1.579 -0.457
H -0.149 1.349 0.670
H -1.290 -1.062 -0.778
H 1.062 -1.231 1.267
H -1.952 0.553 -0.392
H -1.568 -0.584 0.908
H 2.229 -0.427 0.205
```

The value obtained for the HOMO-LUMO gap is 0.34560 Ha. As for the energy above the lowest of the compared OMol25 structures with the same formula, charge and spin: 93.4 kcal/mol. As for the SMILES: CC(C)N=O.

C3H7NO | wB97M-V/def2-TZVPD

The geometry in XYZ format:
```
12
C3H7NO wB97M-V/def2-TZVPD
O 0.655 -0.785 0.158
N -0.266 1.190 0.576
C -0.427 0.021 0.128
C -1.611 -0.570 -0.603
C 1.872 -0.057 0.344
H -1.009 1.832 0.703
H -1.390 -1.521 -1.103
H 1.965 0.653 -0.485
H -2.495 -0.695 0.026
H 1.888 0.521 1.272
H 2.672 -0.793 0.320
H -1.854 0.203 -1.335
```

The value obtained for the HOMO-LUMO gap is 0.39950 Ha. As for the energy above the lowest of the compared OMol25 structures with the same formula, charge and spin: 30.2 kcal/mol. As for the SMILES: [H]/N=C(\C)OC.

C3H7NO | wB97M-V/def2-TZVPD

The geometry in XYZ format:
```
12
C3H7NO wB97M-V/def2-TZVPD
O -0.879 -0.965 -1.229
N -1.366 0.285 0.561
C -0.509 -0.154 -0.408
C 0.909 0.401 -0.375
C 1.604 0.233 0.997
H 1.441 -0.197 -1.111
H 0.796 1.422 -0.742
H -2.297 -0.051 0.391
H 2.636 0.090 0.664
H 1.343 -0.639 1.584
H -1.113 0.843 1.355
H 1.699 1.134 1.603
```

The value obtained for the HOMO-LUMO gap is 0.38871 Ha. As for the energy above the lowest of the compared OMol25 structures with the same formula, charge and spin: 8.3 kcal/mol. As for the SMILES: CCC(N)=O.